{
  "formula": "C6H14N3",
  "method": "wB97M-V/def2-TZVPD",
  "species": ["C", "C", "C", "C", "C", "C", "N", "N", "N", "H", "H", "H", "H", "H", "H", "H", "H", "H", "H", "H", "H", "H", "H"],
  "coordinates": [[-1.2932, 0.4887, -0.3117], [0.2170, 0.3014, 1.7428], [-0.4636, -0.5475, 0.6592], [1.0213, -0.4477, 0.7717], [1.9950, 0.2333, -0.1801], [1.4678, -1.8024, 1.1997], [-2.1502, 1.4121, -0.0487], [-0.9577, 0.2429, -1.5323], [-1.5930, 0.9684, -2.5441], [0.0171, 1.3371, 1.6062], [0.0206, -0.0521, 2.7126], [-1.0129, -1.4167, 0.8661], [1.7087, 1.2559, -0.3517], [2.0726, -0.2882, -1.0651], [2.9317, 0.1780, 0.2970], [1.6010, -2.4320, 0.3629], [0.6582, -2.0808, 2.0189], [2.5101, -1.8257, 1.6235], [-2.6324, 1.5437, 0.8249], [-0.0707, -0.4219, -1.6068], [-2.6144, 1.8368, -0.8613], [-1.0893, 1.1249, -3.3233], [-2.3435, 0.3921, -2.8602]],
  "mulliken_charge": [0.2562, -1.1980, -0.3851, 1.5995, -1.7987, -1.3555, -0.3375, 0.1621, -0.8186, 0.3511, 0.3273, 0.4596, 0.3479, 0.4764, 0.5139, 0.3525, 0.2814, 0.3724, 0.2567, 0.3383, 0.3099, 0.2433, 0.2447],
  "homo_ev": -14.3887,
  "mol_weight_g_mol": 128.20,
  "gap_ev": 11.6,
  "multiplicity": 1,
  "total_charge": 1,
  "e_above_lowest_kcal_mol": 56.07
}


{
  "formula": "C6H14N3",
  "method": "wB97M-V/def2-TZVPD",
  "species": ["C", "C", "C", "C", "C", "C", "N", "N", "N", "H", "H", "H", "H", "H", "H", "H", "H", "H", "H", "H", "H", "H", "H"],
  "coordinates": [[-3.0443, 1.1257, -1.1640], [-2.6812, 0.1940, -0.2832], [2.7360, -1.5324, -0.1877], [3.0486, -2.7741, -0.6865], [-1.6536, 0.2929, 0.8544], [-0.1422, 0.2714, 0.3288], [2.4885, -0.5546, 0.3882], [-0.0192, 1.4663, -0.7347], [0.6161, 0.8229, 1.6448], [-3.7118, 0.9388, -1.9655], [-2.6216, 2.0673, -0.9833], [-3.2125, -0.7636, -0.2562], [4.0050, -3.1630, -0.4587], [2.8008, -2.7905, -1.8455], [2.3446, -3.5265, -0.3933], [-1.8580, -0.5325, 1.5814], [-1.7154, 1.3041, 1.3131], [-0.7205, 2.1502, -0.5787], [0.9518, 1.7292, -0.5438], [-0.0498, 0.9309, -1.6100], [0.3153, 1.6672, 2.1386], [0.4515, -0.1511, 2.0817], [1.6719, 0.8276, 1.3601]],
  "mulliken_charge": [-1.1024, -0.1942, 0.4722, -0.9964, -0.5857, -0.3813, -0.4077, -0.2527, -0.4437, 0.3049, 0.3919, 0.3239, 0.3368, 0.2728, 0.3135, 0.4428, 0.3491, 0.2090, 0.3862, 0.3301, 0.3644, 0.3813, 0.4852],
  "homo_ev": [-7.1024, -11.8470],
  "mol_weight_g_mol": 128.20,
  "gap_ev": [4.1, 5.2],
  "multiplicity": 3,
  "total_charge": 1,
  "e_above_lowest_kcal_mol": 120.50
}